Computed, not measured: a molecular structure, C46H48BrClN5S2Tl, with wB97M-V/def2-TZVPD.

Structure (ORCA input):
```
! wB97M-V def2-TZVPD RIJCOSX def2/J DEFGRID3
* xyz -2 1
Tl -0.130 -0.313 0.599
S 0.324 -0.562 3.579
C 1.739 -1.545 3.560
C 1.926 -2.423 4.630
C 3.033 -3.260 4.738
C 3.178 -4.109 5.843
N 3.296 -4.802 6.758
C 4.017 -3.228 3.720
C 3.840 -2.352 2.654
C 2.739 -1.509 2.541
S 2.731 -0.463 1.174
C 5.166 -4.025 3.762
N 6.139 -4.643 3.759
H 1.178 -2.436 5.413
H 4.592 -2.313 1.880
C 3.312 -0.739 -2.237
C 2.429 -1.920 -2.629
C 1.961 -2.713 -1.410
C 1.263 -1.500 -3.491
C 1.082 -2.197 -4.674
C 0.071 -1.881 -5.562
C -0.786 -0.848 -5.242
C -0.646 -0.120 -4.071
C -1.689 0.939 -3.779
C -3.102 0.371 -3.969
C -1.515 2.160 -4.688
C 0.400 -0.427 -3.168
N 0.567 0.282 -1.992
C 0.679 1.590 -2.056
C 0.635 2.507 -1.000
N 0.424 2.275 0.276
C 0.221 3.410 1.059
C 1.043 3.643 2.180
C 0.939 4.843 2.863
C 0.013 5.803 2.496
C -0.847 5.542 1.450
C -0.768 4.363 0.724
C -1.806 4.119 -0.355
C -1.681 5.112 -1.516
C -3.219 4.209 0.232
C 2.078 2.636 2.604
C 2.017 2.342 4.101
C 3.484 3.089 2.209
H 4.238 -1.102 -1.799
H 2.811 -0.118 -1.502
H 3.548 -0.136 -3.114
H 3.047 -2.594 -3.238
H 1.355 -2.087 -0.756
H 2.823 -3.066 -0.846
H 1.363 -3.575 -1.707
H 1.761 -3.008 -4.911
H -0.050 -2.437 -6.482
H -1.590 -0.603 -5.921
H -1.582 1.255 -2.737
H -3.385 0.393 -5.019
H -3.826 0.958 -3.409
H -3.149 -0.660 -3.626
H -1.569 1.859 -5.734
H -0.554 2.641 -4.526
H -2.299 2.893 -4.499
H 0.829 2.050 -3.038
H 0.765 3.549 -1.310
H 1.611 5.042 3.687
H -0.043 6.742 3.032
H -1.592 6.282 1.184
H -1.672 3.107 -0.745
H -1.804 6.134 -1.159
H -2.452 4.918 -2.262
H -0.709 5.035 -1.998
H -3.480 5.240 0.466
H -3.289 3.624 1.145
H -3.948 3.827 -0.482
H 1.867 1.706 2.072
H 2.321 3.197 4.705
H 2.676 1.507 4.324
H 1.011 2.051 4.382
H 3.755 4.031 2.690
H 3.553 3.219 1.131
H 4.198 2.327 2.513
Br -5.822 1.384 3.147
C -4.885 0.681 1.643
C -5.585 -0.065 0.702
C -4.869 -0.524 -0.401
C -3.530 -0.208 -0.499
N -2.881 0.531 0.400
C -3.546 0.963 1.465
H -6.635 -0.281 0.829
H -5.364 -1.101 -1.170
H -2.928 -0.557 -1.325
H -2.980 1.536 2.185
Cl 0.190 -8.717 -0.386
C -0.159 -7.079 0.095
C -1.377 -6.505 -0.253
C -1.666 -5.229 0.162
C -0.757 -4.470 0.956
C -1.067 -3.207 1.424
C 0.487 -5.097 1.257
C 0.775 -6.371 0.846
H -2.080 -7.069 -0.852
H -2.619 -4.782 -0.093
H -0.441 -2.750 2.166
H -2.058 -2.809 1.283
H 1.212 -4.549 1.842
H 1.722 -6.825 1.100
*
```

Results
HOMO (spin up / spin down)   -1.15 / -1.27 eV
Kohn-Sham gap (spin up / spin down)   4.6 / 4.7 eV
Relative energy (zero: lowest compared OMol25 entry of this formula, charge and spin)   12.4 kcal/mol


Computed, not measured: a molecular structure, C46H48CrN9O, with wB97M-V/def2-TZVPD.

Structure (ORCA input):
```
! wB97M-V def2-TZVPD RIJCOSX def2/J DEFGRID3
* xyz 2 6
Cr -1.493 -1.752 1.883
C 0.395 0.356 -0.218
O -0.226 -0.547 0.638
H -0.300 1.175 -0.401
H 1.236 0.909 0.201
H 0.674 0.059 -1.229
N -3.015 -2.175 0.085
C -4.325 -2.578 0.282
C -5.180 -2.866 -0.746
C -4.738 -2.751 -2.072
C -3.509 -2.243 -2.353
C -2.677 -2.065 -1.246
H -4.533 -2.856 1.304
H -6.103 -3.216 -0.307
H -5.483 -2.848 -2.848
H -3.295 -2.156 -3.408
H -1.758 -1.587 -1.553
N -0.109 4.305 -0.062
C -1.406 4.803 -0.189
C -2.031 4.996 -1.442
C -1.275 4.565 -2.587
C 0.001 3.978 -2.425
C 0.579 3.935 -1.182
H -1.860 5.065 0.755
H -3.084 5.238 -1.437
H -1.679 4.736 -3.574
H 0.626 3.662 -3.248
H 1.524 3.497 -0.898
N -2.770 0.385 -5.528
C -2.101 0.691 -4.349
C -0.739 1.064 -4.328
C -0.040 1.137 -5.578
C -0.823 0.935 -6.718
C -2.088 0.518 -6.632
H -2.783 0.651 -3.512
H -0.327 1.343 -3.369
H 1.016 1.194 -5.798
H -0.580 1.002 -7.768
H -2.691 0.303 -7.502
N 4.841 -0.297 3.033
C 4.315 0.934 2.709
C 4.286 1.450 1.387
C 5.014 0.733 0.416
C 5.733 -0.388 0.834
C 5.546 -0.927 2.052
H 3.752 1.328 3.542
H 3.633 2.292 1.206
H 4.829 1.051 -0.599
H 6.299 -0.900 0.070
H 5.981 -1.888 2.282
N -4.574 1.221 1.468
C -5.709 0.776 0.805
C -5.903 0.773 -0.557
C -4.844 1.117 -1.389
C -3.618 1.618 -0.775
C -3.588 1.643 0.628
H -6.529 0.317 1.336
H -6.888 0.567 -0.947
H -4.895 1.265 -2.457
H -2.814 1.856 -1.455
H -2.778 2.182 1.096
N -0.062 -1.956 3.646
C -0.436 -2.621 4.799
C 0.459 -2.755 5.949
C 1.533 -1.897 6.091
C 1.949 -1.211 4.950
C 1.136 -1.328 3.776
H -1.322 -3.239 4.780
H 0.045 -3.347 6.752
H 2.076 -1.837 7.023
H 2.855 -0.629 5.035
H 1.395 -0.786 2.879
N 1.568 3.423 3.357
C 1.929 3.587 4.651
C 1.181 2.962 5.650
C 0.192 2.018 5.272
C -0.243 2.025 3.938
C 0.527 2.684 2.993
H 2.686 4.314 4.907
H 1.256 3.201 6.700
H -0.322 1.516 6.079
H -1.181 1.529 3.737
H 0.258 2.868 1.963
N 4.145 1.635 -3.934
C 3.615 0.731 -3.114
C 4.230 -0.504 -2.982
C 5.507 -0.634 -3.522
C 6.121 0.385 -4.255
C 5.388 1.498 -4.464
H 2.655 0.928 -2.660
H 3.728 -1.163 -2.290
H 6.066 -1.553 -3.424
H 7.058 0.171 -4.748
H 5.867 2.292 -5.017
N -0.875 -3.858 1.446
C -1.380 -4.994 2.094
C -1.219 -6.311 1.689
C -0.416 -6.577 0.558
C 0.053 -5.501 -0.162
C -0.186 -4.177 0.343
H -1.949 -4.800 2.991
H -1.783 -7.103 2.159
H -0.256 -7.589 0.218
H 0.761 -5.609 -0.971
H 0.275 -3.374 -0.213
*
```

Results
HOMO (spin up / spin down)   -12.83 / -12.89 eV
Kohn-Sham gap (spin up / spin down)   6.6 / 3.1 eV
Relative energy (zero: lowest compared OMol25 entry of this formula, charge and spin)   50.5 kcal/mol


Computed, not measured: a molecular structure, C46H48N4P2PtTe2, with wB97M-V/def2-TZVPD.

Structure (ORCA input):
```
! wB97M-V def2-TZVPD RIJCOSX def2/J DEFGRID3
* xyz 0 1
Pt -0.755 0.338 -0.443
Te 2.715 -0.304 2.720
C 3.762 -2.160 2.891
C 3.355 -3.137 3.792
C 3.999 -4.368 3.792
N 4.999 -4.678 2.970
C 5.394 -3.733 2.117
C 4.817 -2.472 2.042
C 1.487 -0.845 1.187
P 1.413 -0.170 -0.439
C 2.731 1.031 -0.722
C 2.502 2.350 -0.353
C 3.504 3.299 -0.488
C 4.740 2.926 -0.997
C 4.973 1.609 -1.375
C 3.968 0.661 -1.245
C 1.721 -1.526 -1.614
C 2.443 -2.642 -1.205
C 2.664 -3.688 -2.091
C 2.160 -3.624 -3.383
C 1.440 -2.510 -3.796
C 1.224 -1.461 -2.915
P -0.238 -1.142 1.220
C -0.554 -2.913 0.947
C -1.515 -3.347 0.043
C -1.694 -4.706 -0.189
C -0.914 -5.634 0.485
C 0.055 -5.205 1.386
C 0.238 -3.850 1.612
C -0.983 -0.773 2.834
C -1.102 0.574 3.184
C -1.662 0.938 4.398
C -2.115 -0.042 5.274
C -2.007 -1.381 4.928
C -1.450 -1.749 3.709
H 2.542 -2.950 4.484
H 3.691 -5.144 4.486
H 6.215 -3.997 1.458
H 5.182 -1.751 1.321
H 1.528 2.630 0.027
H 3.309 4.326 -0.207
H 5.525 3.665 -1.107
H 5.935 1.322 -1.780
H 4.145 -0.363 -1.554
H 2.799 -2.696 -0.180
H 3.223 -4.558 -1.768
H 2.322 -4.448 -4.067
H 1.045 -2.460 -4.804
H 0.664 -0.585 -3.233
H -2.105 -2.611 -0.489
H -2.438 -5.040 -0.903
H -1.050 -6.693 0.301
H 0.679 -5.927 1.900
H 1.024 -3.509 2.278
H -0.745 1.337 2.497
H -1.741 1.986 4.662
H -2.551 0.240 6.224
H -2.363 -2.147 5.606
H -1.381 -2.796 3.444
C 2.997 7.141 -1.491
C 2.034 5.988 -1.586
C 1.823 5.318 -2.782
C 0.924 4.258 -2.885
C 0.786 3.572 -4.221
C 0.200 3.854 -1.753
Te -1.325 2.375 -1.952
C 0.423 4.502 -0.530
C -0.281 4.105 0.746
C 1.331 5.555 -0.469
H 3.499 7.313 -2.443
H 3.762 6.956 -0.734
H 2.480 8.061 -1.212
H 2.381 5.619 -3.663
H 1.576 3.897 -4.899
H -0.177 3.796 -4.686
H 0.840 2.488 -4.113
H -0.563 3.053 0.733
H -1.200 4.682 0.880
H 0.362 4.290 1.608
H 1.496 6.046 0.486
C -6.156 0.962 1.034
C -4.882 0.619 1.781
N -3.804 0.564 0.816
C -3.925 -0.017 -0.408
N -2.837 -0.288 -1.073
C -2.919 -0.904 -2.387
C -4.167 -1.763 -2.505
C -5.374 -0.913 -2.159
N -5.184 -0.248 -0.874
C -6.373 -0.077 -0.048
H -6.051 1.951 0.583
H -7.012 0.978 1.707
H -5.000 -0.334 2.311
H -4.637 1.380 2.520
H -2.854 0.643 1.147
H -2.019 -1.505 -2.533
H -2.913 -0.134 -3.168
H -4.103 -2.604 -1.807
H -4.265 -2.168 -3.512
H -6.273 -1.527 -2.085
H -5.548 -0.166 -2.940
H -6.653 -1.037 0.404
H -7.192 0.222 -0.705
*
```

Results
HOMO   -6.75 eV
Kohn-Sham gap   7.0 eV
Relative energy (zero: lowest compared OMol25 entry of this formula, charge and spin)   18.6 kcal/mol


Computed, not measured: a molecular structure, C46H49BrCl4N2O7Sn, with wB97M-V/def2-TZVPD.

Structure (ORCA input):
```
! wB97M-V def2-TZVPD RIJCOSX def2/J DEFGRID3
* xyz -2 1
Sn -0.592 0.770 -2.205
C 3.781 3.205 4.806
C 3.079 1.868 4.520
C 2.090 1.543 5.650
C 4.158 0.781 4.497
C 2.312 1.957 3.203
C 2.369 0.975 2.254
C 1.683 1.087 1.021
N 1.656 0.127 0.089
C 1.813 -1.160 0.286
C 1.755 -1.822 1.547
C 1.894 -3.167 1.645
C 2.166 -3.907 0.449
C 2.177 -3.375 -0.805
C 1.907 -1.949 -0.957
O 1.786 -1.385 -2.057
C 2.420 -4.228 -2.049
C 2.759 -5.680 -1.698
C 3.604 -3.622 -2.821
C 1.158 -4.223 -2.927
C 1.736 -3.852 3.004
C 2.621 -3.152 4.046
C 2.119 -5.335 2.955
C 0.271 -3.769 3.459
C 0.988 2.331 0.668
O 0.516 2.538 -0.479
C 0.833 3.290 1.754
C 1.472 3.069 2.943
C -0.024 4.531 1.511
C -1.455 4.086 1.165
C -0.098 5.455 2.730
C 0.555 5.335 0.334
H 4.408 3.131 5.698
H 4.415 3.474 3.960
H 3.064 4.010 4.966
H 2.590 1.553 6.623
H 1.273 2.265 5.672
H 1.660 0.553 5.493
H 4.730 0.813 5.427
H 3.724 -0.215 4.406
H 4.847 0.939 3.666
H 3.001 0.106 2.378
H 1.483 -1.224 2.407
H 2.333 -4.967 0.547
H 3.647 -5.745 -1.063
H 1.922 -6.163 -1.190
H 2.963 -6.241 -2.612
H 4.474 -3.522 -2.167
H 3.880 -4.254 -3.668
H 3.333 -2.638 -3.194
H 0.338 -4.735 -2.419
H 0.838 -3.205 -3.137
H 1.345 -4.728 -3.878
H 3.670 -3.181 3.743
H 2.332 -2.109 4.169
H 2.525 -3.644 5.017
H 3.130 -5.473 2.570
H 2.074 -5.760 3.960
H 1.420 -5.885 2.325
H -0.094 -2.741 3.453
H -0.362 -4.358 2.797
H 0.171 -4.167 4.473
H 1.342 3.788 3.742
H -1.901 3.552 2.007
H -2.077 4.957 0.941
H -1.460 3.431 0.298
H -0.475 4.924 3.607
H 0.879 5.885 2.966
H -0.787 6.274 2.516
H 0.505 4.743 -0.575
H -0.016 6.255 0.186
H 1.599 5.597 0.521
O -5.436 0.001 1.885
C -4.230 -0.394 1.415
C -3.096 0.396 1.562
C -1.922 -0.025 0.984
N -1.811 -1.160 0.295
C -2.889 -1.901 0.196
Br -2.713 -3.476 -0.847
C -4.114 -1.616 0.764
H -5.482 0.956 1.721
H -3.156 1.367 2.032
H -1.030 0.579 1.044
H -4.972 -2.260 0.643
Cl -1.917 -0.628 -9.089
C -1.522 0.187 -7.611
C -1.174 1.524 -7.629
Cl -1.141 2.398 -9.126
C -0.851 2.163 -6.424
Cl -0.414 3.843 -6.433
C -0.849 1.496 -5.201
O -0.491 2.069 -4.089
C -1.258 0.115 -5.175
O -1.304 -0.499 -4.039
C -1.575 -0.497 -6.389
Cl -2.002 -2.179 -6.357
O -4.832 1.893 -0.377
C -4.103 1.599 -1.344
O -2.888 1.245 -1.295
C -4.718 1.652 -2.729
C -5.435 2.779 -3.114
C -5.986 2.866 -4.383
C -5.853 1.805 -5.268
C -5.145 0.674 -4.885
C -4.560 0.605 -3.630
H -5.550 3.595 -2.411
H -6.516 3.763 -4.681
H -6.295 1.865 -6.255
H -5.038 -0.153 -5.575
H -3.977 -0.265 -3.352
*
```

Results
HOMO (spin up / spin down)   -2.16 / -2.16 eV
Kohn-Sham gap (spin up / spin down)   5.3 / 5.2 eV
Relative energy (zero: lowest compared OMol25 entry of this formula, charge and spin)   5.5 kcal/mol